{"formula": "C22H18ClN7OS", "method": "wB97M-V/def2-TZVPD", "spin_multiplicity": 1, "gap_ev": 7.91, "e_lumo_ev": -0.01, "species": ["N", "C", "C", "C", "N", "C", "O", "C", "C", "C", "C", "C", "S", "C", "N", "C", "N", "C", "N", "C", "C", "C", "C", "C", "N", "N", "C", "C", "Cl", "C", "C", "C", "H", "H", "H", "H", "H", "H", "H", "H", "H", "H", "H", "H", "H", "H", "H", "H", "H", "H"], "xyz": [[-6.95, 3.39, 3.31], [-6.37, 2.85, 2.44], [-5.70, 2.17, 1.33], [-5.38, 2.97, 0.01], [-3.99, 2.77, 0.30], [-2.86, 3.20, -0.40], [-3.04, 4.11, -1.27], [-1.55, 2.76, 0.12], [-1.47, 1.30, -0.34], [-0.19, 0.61, 0.07], [1.00, 1.44, -0.22], [0.91, 2.76, -0.57], [2.40, 3.41, -1.27], [3.18, 1.95, -1.05], [4.47, 1.83, -1.45], [5.03, 0.73, -0.93], [4.39, -0.26, -0.35], [3.07, -0.21, -0.12], [2.29, -1.21, 0.49], [2.34, -2.58, 0.25], [3.38, -3.21, -0.50], [3.19, -4.64, -0.83], [3.93, -5.59, -1.48], [3.21, -6.87, -1.22], [2.19, -6.69, -0.42], [2.25, -5.41, -0.10], [1.28, -4.83, 0.60], [1.27, -3.41, 0.72], [0.20, -2.76, 1.94], [2.40, 1.01, -0.37], [-0.36, 3.54, -0.43], [-4.22, 2.04, 1.51], [-6.08, 1.16, 1.28], [-5.70, 2.40, -0.90], [-5.65, 3.99, 0.04], [-1.45, 2.87, 1.24], [-2.29, 0.65, -0.02], [-1.64, 1.16, -1.43], [-0.13, 0.52, 1.23], [-0.21, -0.38, -0.46], [6.10, 0.63, -0.99], [1.86, -0.95, 1.33], [4.18, -2.61, -0.97], [4.90, -5.35, -1.93], [3.52, -7.64, -1.84], [0.65, -5.52, 1.09], [-0.24, 4.53, 0.08], [-0.56, 3.82, -1.40], [-3.83, 1.04, 1.45], [-3.75, 2.50, 2.40]]}

***

{"formula": "C22H18ClNO3S", "method": "wB97M-V/def2-TZVPD", "spin_multiplicity": 1, "gap_ev": 7.39, "e_lumo_ev": 0.08, "species": ["C", "C", "O", "C", "O", "C", "C", "C", "S", "C", "C", "C", "C", "C", "C", "Cl", "N", "C", "C", "C", "C", "O", "C", "C", "C", "C", "C", "C", "H", "H", "H", "H", "H", "H", "H", "H", "H", "H", "H", "H", "H", "H", "H", "H", "H", "H"], "xyz": [[-2.96, -2.75, 4.00], [-1.99, -1.63, 4.31], [-1.05, -1.59, 3.26], [-0.30, -0.43, 3.05], [0.05, 0.38, 3.95], [0.14, -0.12, 1.73], [0.63, -0.95, 0.78], [0.85, -2.40, 0.88], [-0.03, -3.55, -0.22], [-0.41, -2.60, -1.62], [-1.79, -2.27, -1.82], [-2.35, -1.73, -3.03], [-1.50, -1.49, -4.16], [-0.09, -1.81, -3.97], [0.51, -2.33, -2.72], [2.16, -2.96, -2.52], [1.00, -0.21, -0.30], [0.83, 1.09, -0.18], [0.35, 1.26, 1.09], [0.29, 2.45, 1.78], [0.92, 3.54, 1.00], [1.03, 4.62, 1.76], [1.30, 3.36, -0.38], [1.81, 4.46, -1.15], [2.23, 4.28, -2.45], [2.14, 3.01, -3.08], [1.69, 1.91, -2.34], [1.19, 2.12, -1.01], [-3.60, -2.46, 3.16], [-2.50, -3.67, 3.52], [-3.66, -3.05, 4.76], [-1.35, -1.95, 5.20], [-2.44, -0.69, 4.54], [0.74, -2.72, 1.92], [1.93, -2.56, 0.79], [-2.43, -2.71, -1.11], [-3.37, -1.64, -3.13], [-2.01, -1.28, -5.10], [0.49, -1.64, -4.89], [1.31, -0.68, -1.13], [-0.01, 2.56, 2.81], [1.72, 4.47, 2.37], [1.93, 5.42, -0.59], [2.46, 5.18, -3.07], [2.50, 2.90, -4.08], [1.62, 0.89, -2.64]]}

***

{"formula": "C22H18F2N4O3", "method": "wB97M-V/def2-TZVPD", "spin_multiplicity": 1, "gap_ev": 9.09, "e_lumo_ev": 0.72, "species": ["O", "C", "N", "C", "C", "C", "C", "N", "N", "C", "C", "C", "C", "C", "C", "C", "C", "C", "C", "C", "O", "C", "C", "F", "C", "C", "C", "C", "F", "O", "N", "H", "H", "H", "H", "H", "H", "H", "H", "H", "H", "H", "H", "H", "H", "H", "H", "H", "H"], "xyz": [[-2.52, -0.92, 1.96], [-2.34, -1.85, 1.21], [-3.28, -2.76, 0.87], [-4.69, -2.46, 1.03], [-5.25, -1.80, -0.25], [-4.34, -0.69, -0.66], [-3.27, -0.76, -1.58], [-2.59, 0.36, -1.60], [-3.18, 1.17, -0.70], [-2.66, 2.45, -0.47], [-1.74, 2.98, -1.37], [-1.22, 4.24, -1.16], [-1.60, 4.98, -0.05], [-2.51, 4.45, 0.85], [-3.04, 3.18, 0.65], [-4.24, 0.57, -0.12], [-1.02, -2.12, 0.57], [0.15, -1.34, 0.68], [1.03, -1.97, -0.16], [2.44, -1.69, -0.53], [2.89, -0.63, 0.29], [4.15, -0.15, 0.16], [4.49, 0.92, 1.01], [3.55, 1.36, 1.86], [5.73, 1.52, 1.00], [6.70, 1.06, 0.12], [6.41, 0.02, -0.73], [5.16, -0.57, -0.71], [4.94, -1.60, -1.57], [0.43, -3.03, -0.72], [-0.84, -3.11, -0.27], [-3.02, -3.43, 0.16], [-5.23, -3.37, 1.27], [-4.76, -1.76, 1.86], [-6.26, -1.43, -0.05], [-5.30, -2.55, -1.05], [-2.99, -1.58, -2.21], [-1.46, 2.38, -2.22], [-0.51, 4.65, -1.86], [-1.19, 5.96, 0.11], [-2.80, 5.01, 1.72], [-3.72, 2.77, 1.38], [-4.85, 1.05, 0.61], [0.31, -0.46, 1.27], [2.49, -1.41, -1.59], [3.05, -2.59, -0.39], [5.92, 2.33, 1.68], [7.67, 1.52, 0.11], [7.14, -0.36, -1.42]]}

***

{"formula": "C22H18F3N2", "method": "wB97M-V/def2-TZVPD", "spin_multiplicity": 1, "total_charge": 1, "gap_ev": 7.68, "e_lumo_ev": -4.36, "species": ["F", "C", "F", "F", "C", "C", "C", "C", "C", "C", "C", "C", "C", "C", "C", "C", "C", "H", "H", "H", "H", "H", "H", "H", "H", "H", "H", "C", "C", "C", "C", "C", "C", "C", "N", "C", "N", "H", "H", "H", "H", "H", "H", "H", "H"], "xyz": [[5.92, 3.49, 1.04], [5.65, 2.23, 1.53], [6.58, 1.36, 1.03], [5.86, 2.33, 2.89], [4.24, 1.82, 1.22], [3.95, 0.61, 0.58], [2.62, 0.24, 0.41], [1.55, 1.04, 0.86], [0.17, 0.46, 0.83], [-0.96, 1.38, 0.74], [-2.24, 0.87, 0.99], [-3.28, 1.73, 1.34], [-3.04, 3.11, 1.32], [-1.85, 3.64, 0.79], [-0.83, 2.76, 0.41], [1.90, 2.30, 1.41], [3.22, 2.67, 1.63], [4.74, -0.05, 0.22], [2.39, -0.70, -0.09], [0.07, -0.45, 1.48], [-2.42, -0.20, 0.90], [-4.27, 1.33, 1.61], [-3.80, 3.81, 1.66], [-1.71, 4.73, 0.63], [0.09, 3.14, -0.08], [1.13, 2.99, 1.72], [3.42, 3.64, 2.09], [-3.41, -4.78, -0.43], [-2.51, -3.80, -1.12], [-1.94, -2.73, -0.40], [-1.12, -1.85, -1.10], [-0.86, -2.03, -2.48], [-1.39, -3.10, -3.19], [-2.22, -3.98, -2.48], [0.01, -1.00, -2.82], [0.26, -0.28, -1.71], [-0.38, -0.74, -0.65], [-3.80, -5.53, -1.13], [-2.85, -5.29, 0.37], [-4.26, -4.23, 0.01], [-2.10, -2.57, 0.67], [-1.19, -3.26, -4.26], [-2.68, -4.85, -2.97], [0.42, -0.83, -3.73], [0.91, 0.56, -1.75]]}

***

{"formula": "C22H18F5IN4O2SSbSe5Ti", "method": "wB97M-V/def2-TZVPD", "spin_multiplicity": 1, "total_charge": -1, "gap_ev": 3.68, "e_lumo_ev": 0.37, "species": ["Ti", "C", "C", "N", "C", "C", "C", "O", "C", "C", "N", "C", "C", "C", "C", "C", "C", "I", "C", "O", "H", "H", "H", "H", "H", "H", "H", "H", "H", "H", "H", "H", "Se", "Sb", "Se", "Se", "Se", "F", "C", "C", "F", "C", "F", "C", "Se", "C", "F", "C", "F", "C", "N", "C", "N", "S", "H", "H", "H", "H", "H", "H"], "xyz": [[-0.43, 1.03, 0.08], [3.16, 2.91, -0.62], [3.13, 1.44, -0.93], [4.25, 0.77, -0.99], [4.20, -0.57, -1.17], [3.05, -1.30, -1.24], [3.10, -2.80, -1.25], [2.56, -3.37, -2.46], [1.82, -0.60, -1.19], [0.56, -1.33, -1.14], [-0.53, -0.86, -0.61], [-1.75, -1.60, -0.77], [-2.02, -2.29, -1.95], [-3.22, -2.96, -2.13], [-4.18, -2.97, -1.12], [-3.92, -2.29, 0.06], [-2.72, -1.62, 0.23], [-2.37, -0.60, 2.04], [1.87, 0.80, -1.09], [0.74, 1.54, -1.17], [3.04, 3.50, -1.53], [4.11, 3.15, -0.16], [2.35, 3.18, 0.04], [5.17, -1.07, -1.20], [2.50, -3.20, -0.43], [4.13, -3.13, -1.09], [3.19, -3.21, -3.17], [0.56, -2.36, -1.47], [-1.28, -2.28, -2.75], [-3.42, -3.47, -3.07], [-5.12, -3.48, -1.27], [-4.65, -2.29, 0.86], [0.44, 1.08, 6.12], [1.32, 2.27, 4.20], [-0.26, 2.28, 2.06], [1.23, 0.60, 1.75], [1.48, 4.64, 4.71], [-1.72, 5.34, -5.28], [-1.92, 4.62, -4.17], [-2.99, 3.76, -4.09], [-3.81, 3.64, -5.15], [-3.19, 3.01, -2.95], [-4.21, 2.15, -2.95], [-2.36, 3.12, -1.84], [-2.68, 2.06, -0.26], [-1.31, 4.02, -1.95], [-0.47, 4.19, -0.93], [-1.07, 4.75, -3.09], [-0.03, 5.59, -3.18], [-0.52, -2.53, 5.63], [-0.26, -2.91, 4.25], [0.77, -2.47, 3.51], [1.70, -1.73, 4.14], [0.87, -2.86, 1.87], [-1.36, -3.12, 6.00], [-0.75, -1.47, 5.72], [0.35, -2.74, 6.25], [-0.97, -3.39, 3.73], [1.48, -1.24, 4.99], [2.41, -1.33, 3.56]]}

***

{"formula": "C22H18N11O4S3Sc", "method": "wB97M-V/def2-TZVPD", "spin_multiplicity": 1, "gap_ev": [6.16, 6.03], "e_lumo_ev": [-1.33, -1.35], "species": ["Sc", "S", "C", "C", "C", "C", "N", "C", "C", "C", "S", "C", "N", "H", "H", "S", "C", "N", "N", "C", "C", "C", "C", "C", "C", "N", "N", "C", "C", "C", "C", "C", "C", "H", "H", "H", "H", "H", "H", "H", "H", "H", "H", "H", "N", "N", "C", "N", "N", "N", "O", "O", "H", "H", "H", "H", "H", "O", "O"], "xyz": [[-0.50, -0.69, 0.07], [2.04, 0.06, -0.48], [2.47, 1.41, -1.49], [3.82, 1.61, -1.78], [4.27, 2.71, -2.49], [5.69, 2.86, -2.74], [6.83, 2.95, -2.93], [3.35, 3.67, -2.95], [2.01, 3.45, -2.72], [1.56, 2.34, -2.02], [-0.17, 2.25, -1.81], [3.80, 4.86, -3.65], [4.15, 5.81, -4.20], [4.55, 0.89, -1.42], [1.29, 4.16, -3.11], [-1.91, 0.88, 1.57], [-3.28, 0.07, 0.86], [-4.44, 0.71, 0.87], [-5.46, 0.28, 0.17], [-5.53, -0.58, -0.99], [-4.47, -0.72, -1.87], [-4.64, -1.48, -3.02], [-5.86, -2.10, -3.30], [-6.92, -1.94, -2.41], [-6.75, -1.17, -1.26], [-3.27, -1.23, 0.43], [-2.22, -1.91, 0.67], [-2.38, -3.30, 0.32], [-3.22, -3.73, -0.70], [-3.28, -5.08, -1.01], [-2.52, -6.01, -0.30], [-1.70, -5.57, 0.73], [-1.62, -4.22, 1.03], [-6.31, 0.71, 0.44], [-3.51, -0.25, -1.68], [-3.81, -1.59, -3.71], [-5.99, -2.69, -4.20], [-7.87, -2.40, -2.61], [-7.58, -1.04, -0.56], [-3.81, -3.00, -1.24], [-3.91, -5.41, -1.83], [-2.55, -7.06, -0.56], [-1.12, -6.29, 1.30], [-0.99, -3.86, 1.84], [0.86, 0.02, 2.57], [1.87, -0.90, 2.79], [2.07, -1.84, 1.87], [3.20, -2.52, 1.88], [1.00, -2.07, 1.06], [1.19, -2.68, -0.16], [0.20, -2.46, -0.92], [2.12, -3.41, -0.47], [1.23, 0.94, 2.40], [0.18, 0.03, 3.31], [2.62, -0.67, 3.40], [3.99, -2.19, 2.39], [3.34, -3.17, 1.12], [-0.51, 0.71, -2.37], [-1.37, 0.01, -1.42]]}

***

{"formula": "C22H18N2O3S", "method": "wB97M-V/def2-TZVPD", "spin_multiplicity": 1, "gap_ev": 8.90, "e_lumo_ev": 0.18, "species": ["C", "C", "O", "C", "O", "C", "C", "C", "C", "N", "C", "C", "C", "C", "C", "C", "C", "C", "N", "C", "O", "C", "C", "C", "C", "S", "C", "C", "H", "H", "H", "H", "H", "H", "H", "H", "H", "H", "H", "H", "H", "H", "H", "H", "H", "H"], "xyz": [[2.71, 2.00, 6.13], [1.36, 1.40, 5.77], [1.16, 1.36, 4.36], [1.69, 0.32, 3.70], [2.30, -0.57, 4.24], [1.41, 0.38, 2.25], [1.88, -0.66, 1.45], [1.62, -0.67, 0.10], [0.87, 0.35, -0.48], [0.53, 0.31, -1.84], [1.52, 0.11, -2.88], [0.69, 0.17, -4.13], [1.07, 0.08, -5.46], [0.08, 0.15, -6.42], [-1.26, 0.32, -6.08], [-1.64, 0.41, -4.75], [-0.65, 0.34, -3.78], [-0.75, 0.40, -2.33], [-1.83, 0.51, -1.69], [-2.11, 0.37, -0.36], [-2.64, 1.23, 0.31], [-1.79, -0.96, 0.19], [-1.40, -2.11, -0.44], [-1.11, -3.15, 0.46], [-1.29, -2.78, 1.75], [-1.82, -1.16, 1.91], [0.44, 1.42, 0.31], [0.70, 1.43, 1.67], [2.80, 2.08, 7.21], [3.51, 1.37, 5.75], [2.81, 3.00, 5.70], [1.28, 0.38, 6.17], [0.54, 2.02, 6.16], [2.44, -1.46, 1.91], [1.96, -1.50, -0.51], [2.03, -0.85, -2.78], [2.28, 0.90, -2.85], [2.11, -0.05, -5.74], [0.35, 0.08, -7.47], [-2.00, 0.37, -6.85], [-2.67, 0.54, -4.45], [-1.33, -2.20, -1.51], [-0.79, -4.14, 0.15], [-1.13, -3.37, 2.63], [-0.12, 2.23, -0.14], [0.35, 2.24, 2.28]]}

***

{"formula": "C22H18N3O2SSe4Ti", "method": "wB97M-V/def2-TZVPD", "spin_multiplicity": 1, "total_charge": -1, "gap_ev": 6.01, "e_lumo_ev": 2.38, "species": ["Ti", "Se", "Se", "Se", "Se", "C", "C", "C", "C", "C", "C", "C", "S", "O", "O", "N", "C", "C", "C", "C", "C", "C", "C", "C", "N", "C", "H", "H", "H", "H", "H", "H", "H", "H", "H", "H", "H", "H", "H", "N", "C", "C", "C", "C", "C", "C", "H", "H", "H", "H", "H"], "xyz": [[-2.60, 0.36, -0.43], [-4.43, 1.09, -2.14], [-4.23, 3.39, -1.83], [-3.86, 3.66, 0.54], [-4.04, 1.51, 1.37], [1.99, -0.77, 5.30], [1.00, -1.12, 4.23], [0.66, -2.44, 3.97], [-0.27, -2.77, 3.00], [-0.88, -1.76, 2.27], [-0.56, -0.43, 2.51], [0.37, -0.12, 3.48], [-2.03, -2.16, 0.99], [-3.23, -1.34, 1.20], [-2.16, -3.59, 0.99], [-1.53, -1.50, -0.34], [-0.41, -1.81, -1.09], [0.60, -2.68, -0.79], [1.71, -2.80, -1.67], [1.79, -2.06, -2.81], [0.75, -1.17, -3.16], [0.75, -0.33, -4.30], [-0.30, 0.51, -4.52], [-1.38, 0.52, -3.61], [-1.42, -0.25, -2.55], [-0.36, -1.06, -2.30], [2.80, -1.50, 5.34], [1.52, -0.75, 6.28], [2.43, 0.22, 5.12], [1.14, -3.23, 4.54], [-0.53, -3.80, 2.79], [-1.03, 0.37, 1.94], [0.63, 0.92, 3.66], [0.57, -3.27, 0.12], [2.50, -3.49, -1.41], [2.65, -2.15, -3.47], [1.59, -0.37, -4.98], [-0.32, 1.17, -5.37], [-2.24, 1.17, -3.75], [-1.32, 1.44, -0.44], [-0.15, 2.13, -0.57], [-0.17, 3.49, -0.93], [1.03, 4.17, -1.10], [2.25, 3.53, -0.94], [2.27, 2.18, -0.59], [1.09, 1.48, -0.41], [-1.13, 3.97, -1.05], [1.00, 5.22, -1.37], [3.17, 4.07, -1.08], [3.21, 1.67, -0.46], [1.10, 0.43, -0.14]]}

***

{"formula": "C22H18N5PbS5", "method": "wB97M-V/def2-TZVPD", "spin_multiplicity": 1, "total_charge": 1, "gap_ev": 6.37, "e_lumo_ev": -4.36, "species": ["Pb", "N", "C", "N", "C", "C", "S", "C", "C", "S", "C", "N", "N", "H", "H", "H", "H", "H", "H", "S", "C", "C", "C", "C", "C", "C", "S", "H", "H", "H", "H", "C", "C", "C", "C", "C", "C", "C", "C", "C", "S", "C", "N", "H", "H", "H", "H", "H", "H", "H", "H"], "xyz": [[0.37, -0.57, 0.30], [1.20, 0.28, 3.92], [1.79, -0.87, 3.51], [1.73, -1.34, 2.29], [2.47, -2.51, 2.18], [3.08, -2.91, 3.31], [2.75, -1.81, 4.58], [2.54, -3.16, 0.86], [3.22, -4.27, 0.54], [3.04, -4.61, -1.13], [2.04, -3.23, -1.31], [1.85, -2.56, -0.19], [1.54, -2.87, -2.51], [0.49, 0.70, 3.34], [1.12, 0.48, 4.90], [3.71, -3.77, 3.47], [3.83, -4.90, 1.18], [1.55, -3.53, -3.27], [0.80, -2.18, -2.55], [-1.36, -0.92, 2.15], [-2.78, -1.13, 1.19], [-4.02, -0.63, 1.65], [-5.17, -0.81, 0.91], [-5.10, -1.42, -0.35], [-3.90, -1.85, -0.85], [-2.72, -1.75, -0.07], [-1.22, -2.31, -0.71], [-4.06, -0.14, 2.61], [-6.12, -0.46, 1.30], [-6.00, -1.54, -0.94], [-3.84, -2.30, -1.83], [-2.55, 1.40, -0.80], [-1.38, 2.25, -1.17], [-1.58, 3.50, -1.79], [-0.50, 4.27, -2.12], [0.80, 3.81, -1.83], [1.95, 4.57, -2.15], [3.18, 4.09, -1.85], [3.31, 2.82, -1.22], [2.22, 2.06, -0.90], [2.51, 0.51, -0.12], [0.93, 2.56, -1.21], [-0.17, 1.80, -0.89], [-3.49, 1.87, -1.08], [-2.57, 1.22, 0.27], [-2.49, 0.44, -1.31], [-2.58, 3.83, -2.00], [-0.63, 5.23, -2.60], [1.83, 5.54, -2.63], [4.07, 4.65, -2.09], [4.31, 2.45, -0.99]]}